The following is a DFT calculation (the ωB97M-V functional and the def2-TZVPD basis) of a cluster of 3 separate species, C3H14NO3S in total.

Summary:
relative energy (zero: lowest compared OMol25 entry of this formula, charge and spin)	184.6	kJ/mol
HOMO-LUMO gap	9.88	eV
charge	+1
highest occupied orbital energy	-12.889	eV
LUMO	-3.012	eV

Geometry (Å):
C1 0.691 0.039 2.209
O1 -0.325 1.004 2.542
C2 0.095 -0.199 0.758
C3 1.187 -1.105 0.057
S1 2.268 -0.565 -1.320
N1 -1.312 -0.808 0.708
H1 1.618 0.616 2.144
H2 0.808 -0.860 2.775
H3 -0.484 1.211 3.486
H4 0.011 0.839 0.442
H5 1.819 -1.424 0.963
H6 0.826 -2.075 -0.395
H7 1.252 -0.746 -2.206
H8 -1.203 -1.659 0.249
H9 -1.928 -0.853 1.567
H10 -1.880 -0.216 -0.005
H11 -2.471 0.138 -2.590
H12 -0.875 0.381 -2.267
O2 -1.646 -0.205 -2.047
H13 0.281 2.678 -2.975
H14 1.056 1.924 -1.830
O3 0.210 1.885 -2.262

=====

The following is a DFT calculation (the ωB97M-V functional and the def2-TZVPD basis) of a structure of composition C42H42BBrCaN14O6PS.

Summary:
relative energy (zero: lowest compared OMol25 entry of this formula, charge and spin)	173.3	kJ/mol
multiplicity	2
HOMO-LUMO gap (alpha / beta)	7.97 / 8.08	eV
charge	-2
highest occupied orbital energy (alpha / beta)	-3.778 / -3.976	eV
LUMO (alpha / beta)	4.191 / 4.106	eV

Geometry (Å):
Ca1 0.155 -1.129 -1.189
C1 4.569 -2.458 -0.397
C2 3.203 -2.394 -0.674
N1 2.772 -1.144 -0.615
N2 3.828 -0.386 -0.311
C3 4.923 -1.148 -0.177
B1 3.817 1.135 -0.202
N3 3.756 1.762 -1.588
C4 4.074 3.029 -1.917
C5 4.025 3.144 -3.287
C6 3.658 1.862 -3.712
N4 3.505 1.048 -2.685
N5 2.694 1.577 0.732
C7 2.056 2.760 0.773
C8 1.369 2.836 1.964
C9 1.654 1.621 2.593
N6 2.450 0.878 1.846
N7 5.151 1.560 0.470
C10 5.421 1.546 1.788
C11 6.751 1.866 1.955
C12 7.218 2.052 0.648
N8 6.247 1.864 -0.227
H1 5.205 -3.321 -0.359
H2 2.545 -3.186 -0.966
H3 5.885 -0.739 0.048
H4 4.336 3.756 -1.176
H5 4.209 4.017 -3.885
H6 3.517 1.513 -4.718
H7 2.120 3.465 -0.033
H8 0.763 3.642 2.329
H9 1.323 1.273 3.555
H10 4.669 1.300 2.510
H11 7.301 1.956 2.873
H12 8.209 2.310 0.318
O1 -1.997 -2.898 -1.309
S1 -2.533 -1.645 -1.786
O2 -3.683 -1.804 -2.647
O3 -3.019 -0.882 -0.505
O4 -1.509 -0.819 -2.428
Br1 0.381 2.118 -3.474
C13 0.120 0.416 -4.220
C14 -0.723 0.331 -5.317
C15 -0.971 -0.935 -5.817
C16 -0.361 -2.014 -5.205
C17 0.476 -1.796 -4.115
N9 0.731 -0.584 -3.639
C18 0.976 -3.000 -3.320
O5 1.417 -3.959 -3.950
O6 0.821 -2.890 -2.087
H13 -1.191 1.220 -5.717
H14 -1.649 -1.072 -6.649
H15 -0.550 -3.029 -5.515
C19 0.115 -4.069 0.631
N10 0.064 -5.158 1.613
C20 0.969 -4.813 2.699
N11 0.611 -3.556 3.354
C21 0.647 -2.495 2.332
N12 -0.252 -2.792 1.229
C22 -1.607 -2.923 1.746
N13 -1.707 -3.987 2.760
C23 -1.289 -5.236 2.136
C24 -0.764 -3.678 3.825
H16 -0.573 -4.267 -0.189
H17 1.132 -4.016 0.245
H18 1.982 -4.712 2.293
H19 0.943 -5.614 3.451
H20 1.671 -2.397 1.959
H21 0.353 -1.550 2.797
H22 -2.274 -3.155 0.913
H23 -1.924 -1.989 2.215
H24 -1.972 -5.459 1.314
H25 -1.338 -6.042 2.883
H26 -0.798 -4.482 4.573
H27 -1.064 -2.735 4.294
N14 -0.802 0.416 0.033
P1 -2.322 0.689 0.070
C25 -1.859 2.523 0.725
C26 -1.088 3.297 -0.127
C27 -0.870 4.639 0.129
C28 -1.425 5.233 1.252
C29 -2.179 4.463 2.119
C30 -2.386 3.118 1.860
C31 -3.236 0.305 1.629
C32 -2.404 0.202 2.738
C33 -2.918 -0.119 3.980
C34 -4.278 -0.347 4.121
C35 -5.108 -0.284 3.012
C36 -4.588 0.029 1.766
C37 -3.487 1.582 -1.095
C38 -3.381 1.436 -2.471
C39 -4.289 2.044 -3.320
C40 -5.314 2.819 -2.804
C41 -5.420 2.986 -1.433
C42 -4.512 2.373 -0.588
H28 -0.650 2.837 -0.998
H29 -0.258 5.215 -0.552
H30 -1.264 6.284 1.458
H31 -2.617 4.903 3.007
H32 -2.986 2.550 2.556
H33 -1.351 0.406 2.580
H34 -2.262 -0.176 4.839
H35 -4.694 -0.565 5.095
H36 -6.168 -0.480 3.124
H37 -5.226 0.058 0.893
H38 -2.613 0.794 -2.868
H39 -4.210 1.903 -4.389
H40 -6.041 3.279 -3.460
H41 -6.225 3.585 -1.020
H42 -4.605 2.498 0.482

=====

The following is a DFT calculation (the ωB97M-V functional and the def2-TZVPD basis) of a cluster of 6 separate species, C37H86ClN2O6 in total.

Summary:
HOMO-LUMO gap	8.78	eV
charge	+1
highest occupied orbital energy	-10.903	eV
LUMO	-2.123	eV

Geometry (Å):
C1 4.173 -4.075 0.512
C2 2.667 -4.367 0.421
N1 1.910 -3.731 1.522
C3 1.208 -2.539 1.138
C4 0.129 -2.603 0.045
C5 -0.248 -1.086 -0.044
C6 -0.975 -0.791 -1.386
C7 -2.457 -0.409 -1.145
C8 -3.374 -1.629 -1.151
C9 -4.788 -1.348 -0.575
C10 -4.718 -0.814 0.858
C11 -6.066 -0.733 1.628
C12 -7.213 -1.581 1.082
O1 -7.780 -0.899 -0.020
C13 -8.207 -1.752 -1.079
N2 1.031 -0.334 0.172
C14 0.935 0.985 0.860
Cl1 -0.131 0.932 2.291
C15 2.272 1.598 1.232
C16 3.050 2.121 0.001
C17 2.057 -1.335 0.608
H1 4.387 -3.005 0.489
H2 4.650 -4.564 -0.340
H3 4.600 -4.518 1.412
H4 2.281 -4.122 -0.567
H5 2.578 -5.446 0.562
H6 2.578 -3.467 2.242
H7 0.703 -2.122 2.022
H8 -0.768 -3.158 0.299
H9 0.596 -2.872 -0.903
H10 -1.002 -0.978 0.731
H11 -0.513 0.084 -1.864
H12 -0.926 -1.662 -2.034
H13 -2.519 0.169 -0.225
H14 -2.763 0.231 -1.975
H15 -3.527 -1.967 -2.178
H16 -2.970 -2.468 -0.573
H17 -5.327 -2.292 -0.651
H18 -5.286 -0.640 -1.243
H19 -4.337 0.206 0.799
H20 -3.988 -1.414 1.413
H21 -6.401 0.306 1.593
H22 -5.872 -0.948 2.681
H23 -6.840 -2.577 0.824
H24 -7.950 -1.727 1.881
H25 -7.705 -2.720 -1.080
H26 -7.949 -1.254 -2.018
H27 -9.294 -1.852 -1.048
H28 1.302 -0.106 -0.789
H29 0.463 1.656 0.143
H30 2.037 2.471 1.840
H31 2.892 0.960 1.859
H32 3.663 2.947 0.360
H33 3.707 1.368 -0.434
H34 2.347 2.543 -0.720
H35 2.582 -1.683 -0.281
H36 2.732 -1.062 1.412
C18 3.005 -0.973 6.179
C19 2.617 -2.298 5.545
O2 3.718 -3.107 5.173
C20 4.588 -3.505 6.224
C21 3.908 -4.317 7.311
H37 3.657 -0.405 5.512
H38 2.114 -0.379 6.386
H39 3.537 -1.111 7.120
H40 2.073 -2.103 4.617
H41 1.933 -2.853 6.195
H42 5.095 -2.632 6.647
H43 5.359 -4.112 5.749
H44 3.137 -3.744 7.830
H45 4.640 -4.634 8.054
H46 3.435 -5.203 6.887
C22 -6.126 4.833 0.002
C23 -7.597 4.863 -0.382
O3 -7.968 3.864 -1.313
C24 -7.772 2.522 -0.899
C25 -8.539 2.132 0.349
H47 -5.499 4.924 -0.887
H48 -5.897 5.658 0.677
H49 -5.855 3.905 0.507
H50 -7.821 5.814 -0.867
H51 -8.231 4.811 0.510
H52 -6.701 2.318 -0.776
H53 -8.109 1.908 -1.735
H54 -8.224 2.708 1.222
H55 -8.373 1.078 0.566
H56 -9.609 2.300 0.213
C26 0.224 3.551 -4.525
C27 -0.973 2.851 -3.904
O4 -0.854 2.641 -2.504
C28 -0.713 3.808 -1.706
C29 -1.870 4.784 -1.808
H57 1.140 2.991 -4.328
H58 0.091 3.633 -5.604
H59 0.359 4.558 -4.130
H60 -1.075 1.858 -4.343
H61 -1.898 3.389 -4.131
H62 0.238 4.305 -1.928
H63 -0.641 3.446 -0.677
H64 -1.972 5.191 -2.814
H65 -1.717 5.620 -1.125
H66 -2.809 4.291 -1.552
C30 3.064 -5.061 -6.106
C31 3.690 -4.981 -4.724
O5 2.744 -4.907 -3.668
C32 1.847 -6.002 -3.555
C33 2.534 -7.336 -3.321
H67 2.407 -4.207 -6.278
H68 3.842 -5.062 -6.870
H69 2.472 -5.967 -6.235
H70 4.283 -4.069 -4.652
H71 4.379 -5.815 -4.561
H72 1.191 -6.048 -4.430
H73 1.208 -5.775 -2.699
H74 3.172 -7.619 -4.158
H75 1.790 -8.123 -3.190
H76 3.158 -7.293 -2.427
C34 7.263 6.323 -1.106
C35 5.912 6.452 -0.425
O6 5.526 5.300 0.309
C36 6.387 4.918 1.370
C37 6.552 5.979 2.444
H77 7.276 5.458 -1.771
H78 7.474 7.217 -1.693
H79 8.075 6.200 -0.388
H80 5.140 6.589 -1.183
H81 5.883 7.340 0.215
H82 7.360 4.607 0.976
H83 5.932 4.029 1.811
H84 7.021 6.883 2.056
H85 7.180 5.601 3.251
H86 5.582 6.259 2.858

=====

The following is a DFT calculation (the ωB97M-V functional and the def2-TZVPD basis) of an isolated molecule of C17H18ClN3O3.

Summary:
relative energy (zero: lowest compared OMol25 entry of this formula, charge and spin)	129.5	kJ/mol
SMILES	O=C(CCn1nc(-c2ccc(Cl)cc2)ccc1=O)N1CCOCC1
HOMO-LUMO gap	8.36	eV
highest occupied orbital energy	-8.572	eV
LUMO	-0.212	eV

Geometry (Å):
O1 1.445 -2.383 -0.436
C1 1.669 -1.599 0.467
C2 3.037 -0.953 0.628
C3 3.172 0.169 -0.414
N1 2.021 1.051 -0.378
N2 1.023 0.671 -1.140
C4 -0.106 1.322 -1.143
C5 -1.166 0.777 -1.995
C6 -2.222 1.562 -2.454
C7 -3.209 1.016 -3.252
C8 -3.146 -0.326 -3.595
Cl1 -4.383 -1.009 -4.588
C9 -2.099 -1.122 -3.153
C10 -1.115 -0.571 -2.359
C11 -0.267 2.480 -0.322
C12 0.763 2.876 0.460
C13 2.005 2.132 0.496
O2 2.961 2.364 1.216
N3 0.693 -1.226 1.330
C14 0.844 -0.388 2.507
C15 -0.525 0.161 2.906
O3 -1.440 -0.852 3.259
C16 -1.246 -2.060 2.544
C17 -0.624 -1.826 1.175
H1 3.789 -1.711 0.408
H2 3.207 -0.566 1.629
H3 3.207 -0.265 -1.414
H4 4.064 0.766 -0.213
H5 -2.270 2.613 -2.212
H6 -4.023 1.627 -3.611
H7 -2.059 -2.164 -3.429
H8 -0.295 -1.178 -2.007
H9 -1.205 3.014 -0.315
H10 0.698 3.736 1.110
H11 1.506 0.456 2.313
H12 1.256 -0.970 3.342
H13 -0.427 0.807 3.782
H14 -0.927 0.763 2.076
H15 -0.605 -2.736 3.128
H16 -2.232 -2.521 2.441
H17 -1.267 -1.170 0.576
H18 -0.501 -2.769 0.638

=====

The following is a DFT calculation (the ωB97M-V functional and the def2-TZVPD basis) of a structure of composition C32H85O11Zn.

Summary:
relative energy (zero: lowest compared OMol25 entry of this formula, charge and spin)	0.0	kJ/mol
HOMO-LUMO gap	7.67	eV
charge	+1
highest occupied orbital energy	-11.413	eV
LUMO	-3.742	eV

Geometry (Å):
Zn1 -27.711 12.744 2.782
C1 -28.731 11.459 6.426
C2 -27.769 11.083 5.309
O1 -28.237 11.388 4.003
H1 -28.222 11.354 7.391
H2 -29.530 10.705 6.460
H3 -29.187 12.446 6.387
H4 -27.532 10.013 5.406
H5 -26.816 11.617 5.472
C3 -27.372 14.549 6.244
C4 -28.343 14.788 5.108
C5 -28.895 16.189 5.085
O2 -27.693 14.483 3.813
H6 -26.767 15.437 6.468
H7 -26.666 13.744 6.032
H8 -27.874 14.305 7.181
H9 -29.182 14.103 5.218
H10 -29.664 16.304 4.322
H11 -28.127 16.932 4.840
H12 -29.329 16.444 6.050
H13 -26.952 15.107 3.753
C6 -29.534 7.127 7.161
C7 -29.755 6.395 8.451
C8 -29.768 4.872 8.265
O3 -28.619 6.731 9.308
H14 -28.558 6.882 6.738
H15 -29.586 8.209 7.323
H16 -30.276 6.870 6.405
H17 -30.680 6.696 8.955
H18 -28.767 4.516 8.006
H19 -30.404 4.562 7.435
H20 -30.040 4.395 9.208
H21 -28.726 6.317 10.171
C9 -31.712 8.605 4.271
C10 -31.541 9.472 3.039
C11 -32.834 9.660 2.281
O4 -31.073 10.791 3.443
H22 -32.456 9.069 4.920
H23 -30.772 8.543 4.830
H24 -31.953 7.583 3.979
H25 -30.814 9.061 2.325
H26 -33.287 8.680 2.126
H27 -32.605 10.041 1.287
H28 -33.506 10.312 2.835
H29 -30.364 10.674 4.097
C12 -30.012 11.992 10.046
C13 -28.898 12.112 11.064
C14 -28.839 11.000 12.101
O5 -27.644 12.068 10.305
H30 -29.860 11.052 9.501
H31 -29.912 12.780 9.298
H32 -31.023 12.000 10.458
H33 -28.857 13.089 11.547
H34 -29.713 11.093 12.758
H35 -27.964 11.144 12.735
H36 -28.791 10.003 11.667
H37 -27.487 11.126 10.117
C15 -31.465 13.205 0.755
C16 -30.761 13.969 1.860
C17 -31.717 14.570 2.850
O6 -29.782 13.131 2.521
H38 -32.166 13.870 0.245
H39 -32.046 12.350 1.104
H40 -30.752 12.859 0.004
H41 -30.214 14.771 1.353
H42 -31.255 15.284 3.526
H43 -32.257 13.788 3.386
H44 -32.496 15.149 2.346
H45 -30.281 12.404 2.948
C18 -33.560 13.469 5.931
C19 -33.365 11.989 6.132
C20 -32.506 11.690 7.352
O7 -34.711 11.468 6.399
H46 -32.618 13.831 5.507
H47 -33.761 14.014 6.851
H48 -34.376 13.641 5.231
H49 -32.995 11.515 5.214
H50 -31.485 12.067 7.225
H51 -32.385 10.627 7.582
H52 -32.965 12.192 8.203
H53 -34.625 10.521 6.558
C21 -26.671 11.114 -0.764
C22 -28.032 11.359 -0.204
C23 -29.015 10.267 -0.593
O8 -28.015 11.453 1.253
H54 -25.890 11.791 -0.409
H55 -26.690 11.126 -1.856
H56 -26.290 10.116 -0.526
H57 -28.426 12.313 -0.561
H58 -29.278 10.337 -1.646
H59 -29.903 10.289 0.039
H60 -28.544 9.288 -0.454
H61 -28.134 10.536 1.623
C24 -22.449 10.650 4.220
C25 -23.604 11.555 3.845
C26 -23.441 12.937 4.420
O9 -23.687 11.545 2.428
H62 -21.511 11.135 3.937
H63 -22.509 9.678 3.742
H64 -22.415 10.556 5.306
H65 -24.488 11.094 4.309
H66 -22.564 13.504 4.097
H67 -23.343 12.918 5.506
H68 -24.338 13.540 4.216
H69 -24.424 12.084 2.128
C27 -25.457 8.502 3.387
C28 -26.324 8.901 2.213
C29 -26.250 7.875 1.110
O10 -27.716 9.002 2.567
H70 -25.705 7.516 3.787
H71 -25.639 9.219 4.194
H72 -24.393 8.478 3.161
H73 -25.992 9.861 1.788
H74 -25.258 7.837 0.660
H75 -26.929 8.138 0.292
H76 -26.570 6.877 1.411
H77 -27.851 9.662 3.282
C30 -25.779 8.167 7.983
C31 -25.947 8.975 9.260
C32 -25.246 10.308 9.116
O11 -27.335 9.236 9.524
H78 -26.170 8.737 7.135
H79 -26.434 7.294 8.061
H80 -24.739 7.899 7.826
H81 -25.529 8.447 10.123
H82 -25.080 10.809 10.071
H83 -25.838 10.997 8.507
H84 -24.283 10.165 8.629
H85 -27.837 8.452 9.225

=====

The following is a DFT calculation (the ωB97M-V functional and the def2-TZVPD basis) of the ion C2H3N4O with charge -1.

Summary:
relative energy (zero: lowest compared OMol25 entry of this formula, charge and spin)	350.6	kJ/mol
SMILES	[O-]Nn1cnnc1
HOMO-LUMO gap	7.86	eV
charge	-1
highest occupied orbital energy	-3.395	eV
LUMO	4.469	eV

Geometry (Å):
O1 -2.241 0.432 0.150
N1 -1.124 0.013 0.769
N2 0.329 -0.170 -0.151
C1 1.456 0.548 0.212
N3 2.549 -0.132 0.284
N4 2.226 -1.411 -0.109
C2 0.909 -1.449 -0.095
H1 -1.150 -1.087 0.714
H2 1.684 1.585 0.586
H3 0.247 -2.281 -0.432

=====

| no. | maximum force (eV/Å) | calculated total energy (eV) |
| --- | --- | --- |
| 1 | 4.12 | -21798.160 |
| 2 | 4.24 | -186670.746 |
| 3 | 3.32 | -67542.583 |
| 4 | 1.05 | -41056.290 |
| 5 | 2.02 | -105498.489 |
| 6 | 3.59 | -10126.968 |